Entry 1:
This record from the OMol25 dataset describes an isolated molecule of C18H18N4O5S. The level of theory is wB97M-V/def2-TZVPD.

- LUMO (eV) = -1.08
- SMILES = CCCOc1ccc(C(=O)NNC(=S)NC(=O)c2ccccc2[N+](=O)[O-])cc1
- Kohn-Sham gap (eV) = 7.06
- electronic energy (eV) = -45988.596
- HOMO energy (eV) = -8.1
- molar mass (Da) = 402.43

Element x y z (Å)
C -8.7142 -1.0770 0.9190
C -7.2217 -1.3439 0.7796
C -6.7991 -1.3733 -0.6907
O -5.4259 -1.6700 -0.8548
C -4.4911 -0.7206 -0.6190
C -3.1625 -1.1533 -0.7091
C -2.1145 -0.2853 -0.5097
C -2.3636 1.0575 -0.2140
C -1.3185 2.0688 0.0201
O -1.5426 3.2354 0.3089
N -0.0255 1.6335 -0.0700
N 0.9418 2.6060 0.0636
C 2.2529 2.4895 0.2018
S 3.1964 3.8047 0.5438
N 2.9310 1.2732 0.0540
C 2.6189 0.0946 -0.5472
O 1.6010 -0.1551 -1.1635
C 3.7545 -0.8882 -0.4920
C 4.8474 -0.7499 -1.3366
C 5.8482 -1.7088 -1.3416
C 5.7697 -2.8174 -0.5108
C 4.6893 -2.9688 0.3375
C 3.6917 -2.0029 0.3437
N 2.5839 -2.1293 1.2545
O 1.9077 -1.1354 1.4379
O 2.4075 -3.1990 1.7882
C -3.6872 1.4850 -0.1273
C -4.7421 0.6180 -0.3229
H -8.9748 -0.1140 0.4849
H -9.2899 -1.8479 0.4120
H -8.9989 -1.0685 1.9677
H -6.6553 -0.5740 1.3073
H -6.9701 -2.3058 1.2302
H -7.0581 -0.4313 -1.1893
H -7.3172 -2.1866 -1.2071
H -2.9850 -2.1919 -0.9395
H -1.1090 -0.6690 -0.5812
H 0.2791 0.7642 -0.5135
H 0.5016 3.5149 0.2414
H 3.8774 1.3625 0.4081
H 4.9054 0.1025 -1.9962
H 6.6934 -1.5902 -2.0018
H 6.5518 -3.5599 -0.5230
H 4.6014 -3.8140 1.0030
H -3.8719 2.5236 0.1028
H -5.7489 0.9962 -0.2449

Entry 2:
This record from the OMol25 dataset describes a cluster of 3 separate species, C19H28ClF17N2O3S2 in total. The level of theory is wB97M-V/def2-TZVPD.

- LUMO (eV) = 0.14
- SMILES = C[C@@H](F)N[C@H](CCCCl)[C@@H](CN)OC(S)S.FC(F)C(F)(F)COC(F)(F)C(F)F.FC(F)C(F)(F)COC(F)(F)C(F)F
- Kohn-Sham gap (eV) = 9.60
- electronic energy (eV) = -109668.881
- HOMO energy (eV) = -9.5
- molar mass (Da) = 755.00

Element x y z (Å)
C -3.4539 1.7846 0.3976
C -2.0263 2.1778 0.3096
F -1.9692 3.5318 0.5933
N -1.1866 1.5454 1.2729
C -1.2264 0.1019 1.3234
C -0.3689 -0.3239 2.5282
C -1.0895 -1.2354 3.4994
C -1.6661 -2.4713 2.8762
Cl -3.1274 -2.9751 3.7829
C -0.7322 -0.6343 0.0459
C -1.8547 -1.3231 -0.7685
N -2.3169 -0.6228 -1.9372
O 0.0576 0.1911 -0.7940
C 1.2615 -0.3925 -1.1784
S 2.6058 0.0400 -0.0071
S 1.7212 0.3668 -2.7688
H -3.9868 2.3205 -0.3561
H -3.8778 2.0292 1.3475
H -3.5706 0.7435 0.2026
H -1.6534 2.1019 -0.6962
H -0.2420 1.8668 1.1719
H -2.2100 -0.2573 1.5274
H -0.1441 0.5690 3.0708
H 0.5702 -0.7504 2.2273
H -1.8277 -0.6744 4.0258
H -0.3749 -1.5375 4.2369
H -0.9799 -3.2821 2.8784
H -1.9867 -2.3352 1.8686
H -0.1080 -1.4346 0.3824
H -1.4433 -2.2475 -1.1183
H -2.6642 -1.5614 -0.1172
H -1.5682 -0.5106 -2.5924
H -2.7407 0.2600 -1.7252
H 1.1916 -1.4534 -1.2890
H 1.9727 0.8929 0.7950
H 0.5034 0.4023 -3.3222
F -3.0554 5.5602 -3.7857
C -2.1935 4.7841 -4.4758
F -2.9123 3.9261 -5.2410
C -1.3082 3.9738 -3.5317
F -2.0585 3.0895 -2.8344
F -0.4586 3.2487 -4.3073
C -0.4116 4.7610 -2.5669
O -0.8846 4.9489 -1.2585
C -1.7579 5.9543 -0.9758
F -1.8877 6.8041 -2.0150
F -1.2532 6.6519 0.0606
C -3.1051 5.3911 -0.5305
F -3.6115 4.5737 -1.4805
F -3.9686 6.4172 -0.3461
H -1.5811 5.4104 -5.1319
H 0.4777 4.1480 -2.4351
H -0.0739 5.6964 -3.0128
H -2.9859 4.8352 0.4012
F 2.5389 -4.1418 2.1325
C 2.5022 -3.4099 0.9974
F 1.2273 -3.4771 0.5152
C 3.4632 -3.9458 -0.0584
F 3.0791 -5.1780 -0.4523
F 3.3333 -3.1166 -1.1370
C 4.9525 -3.9627 0.3062
O 5.4702 -5.1761 0.7980
C 5.3322 -5.4827 2.1213
F 4.9013 -4.4224 2.8305
F 6.5522 -5.8169 2.5866
C 4.4238 -6.6955 2.3173
F 3.2157 -6.4753 1.7611
F 4.2535 -6.9016 3.6419
H 2.7229 -2.3652 1.2297
H 5.4815 -3.8048 -0.6305
H 5.2170 -3.1247 0.9502
H 4.8754 -7.5804 1.8640

Entry 3:
This record from the OMol25 dataset describes a structure of composition C14H18F3NO3PtS2. The level of theory is wB97M-V/def2-TZVPD.

- charge = +2
- LUMO (eV) = -8.25
- Kohn-Sham gap (eV) = 6.79
- electronic energy (eV) = -55495.097
- HOMO energy (eV) = -15.0
- molar mass (Da) = 564.51

Element x y z (Å)
Pt -0.0706 -0.5042 0.6186
C -1.0602 -2.2842 2.9267
O -1.4560 -1.0980 2.1539
C -1.8809 -0.0380 3.0776
C -0.8327 1.0423 3.1167
O -0.5620 1.4208 1.7560
C -1.6150 2.1785 1.1041
C -2.4706 1.2639 0.2451
O -1.5555 0.5197 -0.5816
C -2.1277 0.0801 -1.8427
H -1.9475 -2.6384 3.4452
H -0.2832 -2.0134 3.6413
H -0.7108 -3.0420 2.2399
H -2.0746 -0.4844 4.0503
H -2.8215 0.3448 2.6925
H 0.1178 0.7116 3.5309
H -1.1924 1.8960 3.6930
H -1.1186 2.9368 0.5028
H -2.2396 2.6703 1.8515
H -3.1377 1.8492 -0.3884
H -3.0725 0.5602 0.8184
H -2.6085 0.9350 -2.3129
H -2.8471 -0.7185 -1.6686
H -1.3208 -0.2781 -2.4658
S 1.7782 -0.9924 1.8881
C 2.5282 -0.3371 0.4711
N 1.6003 -0.0571 -0.4277
C 2.1557 0.2501 -1.6909
C 1.5266 0.5103 -2.8995
C 2.3092 0.8194 -3.9938
C 3.7024 0.8792 -3.8988
C 4.3412 0.6097 -2.7064
C 3.5536 0.2845 -1.6074
S 4.1329 -0.1498 -0.0118
H 0.4573 0.4454 -3.0065
H 1.8322 1.0146 -4.9441
H 4.2880 1.1288 -4.7725
H 5.4194 0.6399 -2.6279
F -1.4379 -2.5728 -0.4104
C -0.1357 -2.2966 -0.3275
F 0.3622 -2.2116 -1.5515
F 0.4746 -3.2749 0.3131

Entry 4:
This record from the OMol25 dataset describes an isolated molecule of C3H9N5OS2. The level of theory is wB97M-V/def2-TZVPD.

- LUMO (eV) = -0.04
- Kohn-Sham gap (eV) = 7.69
- electronic energy (eV) = -34422.666
- HOMO energy (eV) = -7.7
- molar mass (Da) = 195.27

Element x y z (Å)
C 2.6854 -0.0119 0.1123
C -3.2329 0.9891 0.0973
C -3.2758 -1.4708 0.2072
H 5.3085 0.9206 0.3374
H 4.7830 -0.2664 1.3165
H 4.0093 -1.0265 -1.0733
H 1.8343 -0.3196 -1.7415
H -0.0833 1.1191 -0.1859
H -4.8140 2.0414 -0.0391
H -2.1496 0.9083 0.1607
H -4.8911 -0.2439 0.0622
H -4.0077 -2.2811 0.2030
N 5.0622 -0.0661 0.3561
N 3.9286 -0.2277 -0.4587
N 1.6451 -0.3463 -0.7496
N -3.7957 2.1196 0.0142
N -3.8812 -0.2559 0.1181
O 2.5327 0.4352 1.2301
S 0.0227 -0.2256 -0.2780
S -1.6807 -1.7916 0.3109

Entry 5:
This record from the OMol25 dataset describes a structure of composition C27H61BeClN4O7. The level of theory is wB97M-V/def2-TZVPD.

- charge = +2
- LUMO (eV) = -10.78
- Kohn-Sham gap (eV) = 1.68
- electronic energy (eV) = -62172.253
- HOMO energy (eV) = -12.5
- molar mass (Da) = 598.27

Element x y z (Å)
Be -12.2452 -13.5673 3.2388
N -6.9090 -13.0226 3.7283
H -7.6974 -13.0941 3.0837
H -6.0295 -13.1234 3.1613
H -6.9259 -13.8324 4.3533
H -6.7997 -12.2209 4.3451
Cl -10.0628 -12.2674 1.3805
O -8.8591 -11.9017 0.7000
O -10.3884 -13.6719 1.2032
O -9.9093 -12.2169 2.8672
O -11.1578 -11.4383 0.9914
C -5.1221 -14.6421 1.5103
C -4.4878 -13.2826 1.2208
C -5.3820 -12.6916 0.1235
C -5.1068 -11.2322 -0.2447
C -5.2195 -10.3952 1.0179
C -4.3094 -10.9022 2.1585
N -4.4911 -12.3524 2.3593
O -3.7527 -12.8633 3.4562
C -2.8656 -10.4778 1.8989
C -4.7569 -10.2265 3.4574
C -3.1083 -13.5668 0.5992
H -6.1776 -14.6368 1.8048
H -4.6277 -15.2151 2.3035
H -5.0699 -15.3041 0.6482
H -5.2972 -13.3260 -0.7618
H -6.4474 -12.7365 0.3753
H -5.9441 -10.9995 -0.9078
H -4.1689 -11.0683 -0.7753
H -6.2678 -10.4382 1.3347
H -4.9675 -9.3418 0.8981
H -2.2206 -11.2132 1.4212
H -2.7847 -9.4684 1.4994
H -2.3330 -10.3551 2.8525
H -5.8587 -10.2712 3.5601
H -4.3802 -10.6613 4.3770
H -4.7140 -9.1404 3.3474
H -2.3066 -13.3724 1.3254
H -2.7793 -12.8331 -0.1442
H -2.9583 -14.5459 0.1557
H -2.9045 -13.1616 3.0926
C -9.0914 -11.6366 -2.7142
C -9.7998 -10.7741 -3.7964
C -9.1571 -9.4096 -3.9744
C -7.8275 -9.4742 -4.6860
C -7.9875 -10.1796 -6.0305
C -8.7344 -11.5271 -5.9971
N -9.8556 -11.4748 -5.0727
O -10.5588 -12.6498 -5.0176
C -9.1853 -11.8989 -7.3980
C -7.6573 -12.5531 -5.5693
C -11.2066 -10.5632 -3.2008
H -8.3729 -11.1108 -2.0702
H -8.4219 -12.4059 -3.0899
H -9.7187 -12.1139 -1.9621
H -9.8424 -8.6281 -4.3136
H -9.0382 -9.0473 -2.9439
H -7.0861 -10.0047 -4.0734
H -7.3159 -8.5147 -4.7762
H -6.9591 -10.2586 -6.3955
H -8.3523 -9.4626 -6.7741
H -9.7129 -12.8525 -7.4576
H -9.8800 -11.1852 -7.8495
H -8.3524 -11.9725 -8.0959
H -6.7399 -12.5176 -6.1531
H -7.2851 -12.3414 -4.5680
H -8.0698 -13.5628 -5.5670
H -11.1264 -10.1430 -2.2020
H -11.7649 -11.4982 -3.1990
H -11.8065 -9.8757 -3.8051
H -11.4842 -12.4329 -5.2105
C -11.0369 -6.4410 -0.6091
C -11.5763 -6.0088 0.7640
C -12.7982 -6.8941 1.1022
C -12.4935 -8.2535 1.7077
C -11.4313 -8.0605 2.7897
C -10.1156 -7.4007 2.3663
N -10.5435 -6.1352 1.7813
O -9.4625 -5.2697 1.5703
C -9.3518 -7.2059 3.6869
C -9.3333 -8.3233 1.4287
C -12.0709 -4.5616 0.7175
H -10.8573 -7.4900 -0.8417
H -10.1023 -5.9145 -0.8350
H -11.6587 -6.0726 -1.4317
H -13.4543 -6.3897 1.8144
H -13.3494 -6.9702 0.1642
H -12.3243 -9.0921 1.0274
H -13.3725 -8.6072 2.2560
H -11.1534 -8.9798 3.3142
H -12.0035 -7.4958 3.5328
H -9.9306 -6.6646 4.4353
H -9.0976 -8.1952 4.0533
H -8.4832 -6.5707 3.5004
H -8.4917 -7.7760 1.0061
H -8.9701 -9.1472 2.0530
H -9.9082 -8.8820 0.6909
H -12.6664 -4.3506 -0.1659
H -11.2581 -3.8309 0.6745
H -12.5424 -4.3194 1.6702
H -9.5789 -4.6380 2.2952

Entry 6:
This record from the OMol25 dataset describes a cluster of 3 separate species, C25H29N3O10 in total. The level of theory is wB97M-V/def2-TZVPD.

- LUMO (eV) = -0.53
- SMILES = CCOCCOCCOCOC(=O)Oc1ccncc1.O=[N+]([O-])c1ccccc1.O=[N+]([O-])c1ccccc1
- Kohn-Sham gap (eV) = 8.76
- electronic energy (eV) = -51333.424
- HOMO energy (eV) = -9.3
- molar mass (Da) = 531.52

Element x y z (Å)
C -5.0254 4.5558 0.1503
C -3.7727 3.8232 -0.2792
O -3.8621 2.4776 0.1430
C -2.7928 1.6547 -0.3244
C -2.2676 0.7950 0.8162
O -0.8554 0.9242 0.8990
C -0.3380 0.5378 2.1499
C 1.1435 0.8890 2.1308
O 1.8354 0.1741 3.1517
C 2.2959 0.9435 4.1895
O 3.3243 1.8447 3.7234
C 3.2047 3.1469 4.0717
O 2.4698 3.9319 3.5586
O 4.0921 3.5223 5.0301
C 4.4385 2.5810 5.9891
C 5.6831 1.9830 5.9491
C 5.9793 1.0571 6.9417
N 5.1436 0.7236 7.9226
C 3.9602 1.3271 7.9425
C 3.5494 2.2647 7.0010
H -5.1079 4.5638 1.2376
H -5.9142 4.1055 -0.2881
H -4.9635 5.5966 -0.1757
H -3.6702 3.8680 -1.3711
H -2.8892 4.3018 0.1620
H -3.1903 1.0199 -1.1151
H -1.9818 2.2633 -0.7301
H -2.5238 -0.2559 0.6420
H -2.7397 1.1158 1.7502
H -0.4689 -0.5338 2.3370
H -0.8424 1.1121 2.9387
H 1.5508 0.6237 1.1550
H 1.2635 1.9673 2.2464
H 2.7415 0.2715 4.9217
H 1.4959 1.5291 4.6608
H 6.3883 2.2316 5.1686
H 6.9402 0.5565 6.9297
H 3.2869 1.0571 8.7477
H 2.5775 2.7393 7.0489
O -3.8061 -1.3447 -2.0539
N -2.9189 -1.0734 -2.8385
O -1.8632 -0.5576 -2.5259
C -3.1320 -1.3913 -4.2580
C -4.3283 -1.9674 -4.6455
C -4.5165 -2.2556 -5.9863
C -3.5168 -1.9694 -6.9086
C -2.3224 -1.3997 -6.4936
C -2.1229 -1.1067 -5.1550
H -5.0927 -2.1848 -3.9150
H -5.4445 -2.7046 -6.3121
H -3.6698 -2.1967 -7.9553
H -1.5417 -1.1882 -7.2109
H -1.2007 -0.6638 -4.8127
O -0.5604 -5.6656 -4.2706
N -0.1502 -4.5331 -4.4100
O -0.6985 -3.6772 -5.0780
C 1.0926 -4.1622 -3.7122
C 1.7521 -5.1242 -2.9704
C 2.9238 -4.7711 -2.3210
C 3.4118 -3.4747 -2.4184
C 2.7286 -2.5233 -3.1641
C 1.5576 -2.8651 -3.8205
H 1.3572 -6.1265 -2.9021
H 3.4555 -5.5098 -1.7374
H 4.3276 -3.2042 -1.9100
H 3.1066 -1.5129 -3.2345
H 1.0137 -2.1367 -4.4023